(A)
22
Properties=species:S:1:pos:R:3 method="wB97M-V/def2-TZVPD" homo_lumo_gap_ha=0.37462 total_charge=+1 homo_ev=-12.8309
C -0.487 -0.057 1.605
C 0.949 0.007 1.070
C 1.154 -0.820 -0.217
N 2.166 -0.950 -2.948
C 1.077 -0.331 -2.505
N 0.518 -0.199 -1.350
N -1.376 0.353 0.478
H -0.628 0.389 2.604
H -0.657 -1.052 2.008
H 1.341 1.000 0.876
H 1.701 -0.437 1.720
H 2.256 -0.942 -0.222
H 0.798 -1.880 -0.080
H 2.620 -0.804 -3.835
H 2.833 -1.203 -2.225
H 0.495 0.194 -3.306
H -1.567 -0.521 -0.014
H -0.952 0.881 -0.294
H -2.200 0.886 0.782
H -3.919 1.998 3.175
H -2.598 1.454 3.579
O -3.115 1.628 2.789

=====

(B)
22
Properties=species:S:1:pos:R:3 method="wB97M-V/def2-TZVPD" homo_lumo_gap_ha=0.40364 total_charge=+1 homo_ev=-14.0534
N 0.472 -2.789 0.677
C -0.456 -2.351 -0.231
N 0.046 -1.479 -1.218
O -1.641 -2.545 -0.120
H 0.119 -3.463 1.351
H 1.419 -2.933 0.358
H 1.024 -1.599 -1.414
H -0.500 -1.533 -2.072
C -0.136 1.887 0.748
C 0.793 2.495 -0.290
C 1.761 3.459 0.416
N -1.046 0.888 0.060
H 0.383 1.363 1.543
H -0.788 2.645 1.177
H 0.244 2.987 -1.093
H 1.389 1.694 -0.733
H 1.294 4.217 1.039
H 2.390 2.842 1.063
H 2.433 3.927 -0.298
H -1.621 1.388 -0.618
H -0.504 0.154 -0.459
H -1.680 0.403 0.701

=====

Least stable of them? (A).

=====

(A)
7
Properties=species:S:1:pos:R:3 method="wB97M-V/def2-TZVPD" homo_lumo_gap_ha="0.19971 / 0.19951" total_charge=0 homo_ev="-10.0029 / -9.9987"
C -0.575 -0.259 0.370
N -1.525 -0.362 -0.723
O -1.048 -0.223 -1.858
O -2.666 -0.523 -0.342
Cl 0.392 -3.047 -0.468
Br -1.220 -0.393 2.086
H 0.398 -0.592 0.049

=====

(B)
7
Properties=species:S:1:pos:R:3 method="wB97M-V/def2-TZVPD" homo_lumo_gap_ha=0.39130 total_charge=0 homo_ev=-10.9733
C -0.030 -0.463 -0.426
N 0.171 0.710 0.628
O -0.031 0.338 1.718
O 0.285 1.815 0.177
Cl 0.342 0.287 -2.008
Br -1.709 -1.253 -0.136
H 0.971 -1.434 0.047

=====

Least stable of them? (A).

=====

(A)
12
Properties=species:S:1:pos:R:3 method="wB97M-V/def2-TZVPD" homo_lumo_gap_ha=0.41441 total_charge=0 homo_ev=-10.2230
C 0.240 -0.246 0.657
C -0.526 -1.308 -0.002
C -1.551 -0.142 -0.122
C -0.876 0.695 0.912
H 0.991 -0.529 1.384
H -0.919 -2.052 0.628
H 0.002 -1.726 -0.883
H -1.578 0.423 -1.069
H -2.626 -0.524 0.023
H -0.726 1.775 0.502
H -1.227 0.649 1.880
Cl 1.315 0.470 -0.655

=====

(B)
12
Properties=species:S:1:pos:R:3 method="wB97M-V/def2-TZVPD" homo_lumo_gap_ha=0.40047 total_charge=0 smiles=ClC1CCC1 homo_ev=-9.9092
C -0.084 -0.839 0.428
C -1.012 -0.217 -0.638
C 0.165 0.934 -0.697
C 0.669 0.436 0.840
H -0.571 -1.541 1.386
H -1.914 0.037 0.005
H -1.529 -0.937 -1.364
H 0.990 0.663 -1.257
H -0.166 2.037 -0.869
H 1.809 0.602 0.641
H 0.170 0.745 1.672
Cl 1.473 -1.920 -0.148

=====

Least stable of them? (B).

=====

(A)
12
Properties=species:S:1:pos:R:3 method="wB97M-V/def2-TZVPD" homo_lumo_gap_ha=0.41711 total_charge=0 smiles=CC1(Cl)CC1 homo_ev=-10.4220
C -0.853 -0.794 -0.584
C -0.047 0.435 -0.394
C 0.139 0.616 0.938
C 1.304 0.146 0.034
H -1.935 -1.047 0.132
H -0.065 -1.839 -0.317
H -1.190 -1.027 -1.707
H 0.047 1.707 1.308
H -0.443 0.063 1.743
H 1.573 -0.878 0.401
H 2.163 0.913 -0.064
Cl -0.693 1.705 -1.489

=====

(B)
12
Properties=species:S:1:pos:R:3 method="wB97M-V/def2-TZVPD" homo_lumo_gap_ha=0.38109 total_charge=0 homo_ev=-9.3315
C -1.471 -0.729 -0.256
C -0.820 0.588 -0.387
C 0.491 0.947 0.001
C 1.486 -0.035 0.589
H -2.061 -0.774 0.700
H -0.702 -1.518 -0.201
H -2.198 -1.006 -1.025
H -1.369 1.427 -0.770
H 0.787 1.957 -0.343
H 1.877 0.350 1.497
H 1.012 -1.026 0.616
Cl 2.969 -0.182 -0.422

=====

Least stable of them? (A).

=====

(A)
23
Properties=species:S:1:pos:R:3 method="wB97M-V/def2-TZVPD" homo_lumo_gap_ha="0.27694 / 0.27697" total_charge=0 homo_ev="-7.5587 / -7.5594"
C -0.440 0.840 -0.780
C -0.514 -0.766 -0.426
C 0.921 1.083 1.190
C -0.020 -1.652 -1.674
C -1.964 -1.058 -0.306
C 2.319 1.064 0.608
N -0.035 1.561 0.351
N 0.397 -1.016 0.611
O 0.873 1.197 2.502
Cl -1.362 2.389 1.206
Cl -0.285 -1.457 2.146
H 0.412 0.913 -1.411
H -1.359 1.253 -1.332
H -0.867 -1.805 -2.264
H 0.204 -2.634 -1.217
H 0.688 -1.336 -2.421
H -2.424 -0.594 0.553
H -2.150 -2.145 -0.272
H -2.517 -0.795 -1.200
H 2.348 1.123 -0.453
H 2.880 0.166 0.950
H 2.808 1.963 0.838
H 0.086 1.702 2.799

=====

(B)
23
Properties=species:S:1:pos:R:3 method="wB97M-V/def2-TZVPD" homo_lumo_gap_ha=0.37574 total_charge=0 homo_ev=-9.5371
C 2.060 -0.613 -1.918
C 2.619 0.749 0.180
C -1.932 1.336 -0.172
C -2.880 -0.461 1.443
C 1.864 -0.398 -0.402
C -1.993 -0.084 0.294
N 0.466 -0.195 -0.139
N -0.330 -0.678 0.623
O -0.205 -1.568 1.482
Cl 2.454 -1.947 0.471
Cl -2.311 -1.194 -1.126
H 1.121 -0.997 -2.354
H 2.881 -1.283 -2.150
H 2.258 0.437 -2.344
H 2.158 1.138 1.210
H 2.652 1.685 -0.460
H 3.740 0.500 0.262
H -1.177 1.462 -0.927
H -2.924 1.837 -0.268
H -1.490 1.924 0.745
H -2.749 0.364 2.245
H -2.348 -1.291 2.069
H -3.933 -0.722 1.235

=====

Least stable of them? (A).